Entry 1:
The following is a quantum chemistry calculation of a structure of composition C27H35N2OW at a distorted geometry, from the OMol25 dataset.

```
66
Properties=species:S:1:pos:R:3:mulliken_spin:R:1
W 0.45318 0.75271 0.50192 1.3085
N 0.46364 -0.79925 -0.76500 -0.1436
C -0.56242 -1.70330 -0.21773 0.0742
C -1.65024 -2.01493 -1.10211 0.1278
C -2.41132 -3.15288 -0.75863 -0.0630
C -2.12803 -3.90691 0.37051 0.2742
C -0.91849 -3.68803 1.05280 -0.1895
C -0.25615 -2.49777 0.90999 0.2779
C 0.62108 -1.95590 1.99244 0.1659
C 1.10987 -2.74385 3.01222 0.0514
C 1.77570 -2.27656 4.14062 -0.0090
C 2.05320 -0.91961 4.25635 0.0674
C 1.49052 -0.08535 3.31014 -0.0262
C 0.90691 -0.60123 2.14965 -0.0371
H 1.40969 -1.28703 -0.90692 0.0335
H 0.08836 -0.58053 -1.70499 0.0740
H -1.80920 -1.42736 -2.06040 0.0503
H -3.20342 -3.46654 -1.45662 0.0065
H -2.69922 -4.79976 0.64175 0.0175
H -0.57629 -4.40790 1.73525 0.0039
H 0.98782 -3.80924 2.97323 0.0042
H 1.93650 -2.92529 5.02553 0.0005
H 2.68780 -0.55198 5.04010 0.0086
H 1.44263 1.00366 3.53166 -0.0114
C -8.31384 -4.26993 0.86135 0.0002
O -7.54525 -5.46152 0.48223 0.0004
H -7.75544 -3.59132 1.53208 -0.0002
H -9.10786 -4.72201 1.49159 0.0000
H -8.76493 -3.85500 -0.04051 0.0000
H -6.58248 -5.37272 0.82987 0.0000
C -2.07175 3.74081 -0.42445 0.0169
C -2.21636 2.20055 -0.18621 0.0662
C -2.65059 1.44654 -1.50091 0.0181
C -3.29132 1.91880 0.96419 -0.0159
N -0.98786 1.79433 0.30226 -0.0537
H -2.88072 4.03968 -1.04563 0.0003
H -1.16018 4.02252 -0.94782 -0.0035
H -2.03596 4.32820 0.53288 -0.0039
H -3.37532 2.05072 -2.00852 0.0005
H -3.10613 0.52003 -1.21352 0.0128
H -1.74363 1.42441 -2.15158 -0.0120
H -4.23044 2.32775 0.52218 0.0004
H -3.04604 2.65139 1.76537 -0.0015
H -3.27207 0.95416 1.40644 0.0057
C 4.27814 3.11555 0.01652 -0.0014
C 3.29542 1.91671 -0.26370 -0.0334
C 3.91428 0.81727 0.61962 0.0116
C 1.82913 2.11231 0.18897 -0.1060
C 3.45804 1.63198 -1.71151 -0.0407
C 4.48718 0.81561 -2.21618 0.0226
C 4.78235 0.86261 -3.57558 -0.0095
C 4.07120 1.72960 -4.48247 0.0047
C 3.10929 2.53802 -3.98603 -0.0056
C 2.72877 2.42963 -2.66527 0.0193
H 4.11110 3.87246 -0.77792 0.0007
H 5.34226 2.83251 -0.04909 0.0016
H 4.06831 3.63110 0.99986 0.0010
H 3.64224 1.01170 1.66481 0.0047
H 5.04747 0.94696 0.51472 0.0016
H 3.72236 -0.23980 0.32088 0.0002
H 1.65273 3.21266 0.46037 0.0036
H 5.07452 0.25794 -1.51047 0.0033
H 5.53247 0.18700 -4.04385 0.0000
H 4.37705 1.73765 -5.52465 0.0001
H 2.47044 3.22341 -4.57808 -0.0004
H 1.93128 3.05456 -2.24403 0.0248
```

**ΔE to the lowest compared entry with this formula, charge and spin**: 0.0 kJ/mol
**<S²>**: 2.044
**Spin multiplicity**: 3
**Orbital gap (spin up / spin down)**: 3.7001 / 6.3994 eV
**Net charge**: -1

---

Entry 2:
The following is a quantum chemistry calculation of a structure of composition C27H35N4O6PSr at a distorted geometry, from the OMol25 dataset.

```
74
Properties=species:S:1:pos:R:3:mulliken_charge:R:1
O 3.37271 -3.55878 -2.29231 -0.8580
H 4.34109 -3.33143 -2.44912 0.0594
Sr 1.23882 -1.47647 -0.12621 1.5844
N 0.42907 -1.86200 -2.48294 0.1924
N 1.86540 0.07082 -1.98777 1.2169
N 1.25592 -2.54579 2.13841 -0.1407
N 2.01705 0.07601 1.92933 0.3126
O -0.00604 -3.03788 -2.33351 -0.5539
O 0.32891 -3.62556 2.23417 -0.4641
O 2.18105 1.47239 1.97837 -0.5604
O 2.59267 1.00478 -1.50687 -0.7626
C 1.94339 -0.32702 -3.28246 0.0861
C 1.17536 -1.48838 -3.55341 0.0812
C 1.06381 -1.72062 3.17254 0.4952
C 1.51919 -0.33127 3.10747 0.3883
C 1.41078 -2.40183 -4.68210 -1.4550
H 1.97518 -3.29676 -4.35285 0.2212
H 1.92473 -1.91383 -5.52322 0.4193
H 0.39923 -2.69653 -4.99073 0.3300
C 2.84714 0.27998 -4.25739 -1.4770
H 3.85302 0.28685 -3.82819 0.2737
H 2.57134 1.30704 -4.51091 0.2864
H 2.91347 -0.24099 -5.21467 0.3988
C 0.20270 -2.17732 4.28623 -1.4031
C 1.27761 0.56457 4.27251 -1.4055
H -0.00218 -3.24261 4.14292 0.4709
H -0.79384 -1.67278 4.18084 0.2035
H 0.68834 -1.97895 5.26153 0.3910
H 1.44557 1.60389 3.98265 0.4090
H 2.01627 0.29891 5.05521 0.3549
H 0.23887 0.44765 4.65453 0.2786
H 0.40890 -4.09022 1.38884 0.3206
H 2.61282 1.69056 1.12348 0.3300
C 4.01936 -1.83418 0.25041 -0.9802
H 4.40688 -2.62108 -0.38677 0.2431
H 3.95118 -2.00761 1.32878 0.3871
H 4.48641 -0.86576 0.03387 0.3658
O 2.03255 -5.13517 -0.63397 -0.6647
H 2.46152 -5.00426 -1.52053 0.3436
H 2.73552 -4.75666 -0.07077 0.2847
C -3.21780 2.08436 4.18621 -0.5283
C -2.96806 0.73780 3.89405 -0.6253
C -2.36278 0.39678 2.68716 -0.6598
C -2.03275 1.39638 1.74231 0.4598
C -2.28931 2.74498 2.05159 -0.2067
C -2.87690 3.08659 3.27593 -0.6764
P -1.29656 0.80991 0.14698 0.7644
C -2.83689 0.45111 -0.78634 0.3040
C -3.02269 -0.87195 -1.22953 -0.2138
C -4.25312 -1.27545 -1.75031 -0.6303
C -5.28747 -0.34036 -1.90000 -0.4073
C -5.09488 0.99097 -1.51212 -0.6945
C -3.86448 1.38877 -0.96908 -0.3095
C -0.56013 2.30974 -0.60670 0.5620
C -0.62478 2.57794 -1.98272 -0.7220
C 0.01329 3.70797 -2.50557 -0.5832
C 0.74568 4.56596 -1.67595 -0.5888
C 0.88487 4.25490 -0.31829 -0.9370
C 0.23990 3.13232 0.20587 -0.6952
H -3.66433 2.34918 5.13754 0.3861
H -3.23380 -0.04542 4.60471 0.4058
H -2.15049 -0.65695 2.46476 0.4767
H -2.00076 3.54068 1.36142 0.3963
H -3.03906 4.13549 3.51544 0.4261
H -2.19572 -1.58346 -1.17098 0.2157
H -4.39870 -2.31083 -2.04944 0.4303
H -6.23377 -0.64767 -2.33969 0.3769
H -5.89697 1.71756 -1.63418 0.3871
H -3.71205 2.43035 -0.68306 0.3496
H -1.18481 1.91082 -2.64106 0.4482
H -0.04382 3.91774 -3.56978 0.4402
H 1.22681 5.45243 -2.08052 0.3872
H 1.48814 4.88095 0.33109 0.4475
H 0.34244 2.89876 1.26481 0.8109
```

**Orbital gap (spin up / spin down)**: 5.6080 / 5.3603 eV

---

Entry 3:
The following is a quantum chemistry calculation of a structure of composition C27H36B2F4N4O5Ti at a distorted geometry, from the OMol25 dataset.

```
79
Properties=species:S:1:pos:R:3:mulliken_spin:R:1
Ti -0.94921 -0.25162 -0.82331 0.6226
C -5.06634 -1.20314 -0.48752 -0.0032
C -3.72960 -0.86756 -1.06579 0.0788
N -2.68052 -1.56460 -0.87347 -0.0496
O -2.77318 -2.73706 -0.21049 -0.0007
B -1.77939 -3.83066 -0.76361 0.0186
F -1.86558 -4.96718 0.01739 0.0001
F -1.96865 -4.06031 -2.12519 -0.0002
O -0.35673 -3.28142 -0.57867 0.0015
N -0.04337 -2.16961 -1.29442 -0.0235
C 0.72062 -2.27868 -2.28511 0.0758
C 1.37052 -3.50715 -2.73953 0.0041
C 0.95110 -0.96698 -3.01961 0.0387
N 0.22602 -0.01217 -2.60967 -0.0480
O 0.26803 1.17242 -3.27104 0.0034
B -1.06752 1.50233 -3.98752 0.0245
F -0.88457 2.62421 -4.78324 0.0003
F -1.49310 0.37840 -4.70545 -0.0022
O -2.15627 1.81514 -2.92681 0.0028
N -2.34462 0.76913 -2.08874 -0.0013
C -3.56637 0.44559 -1.83556 0.0650
C -4.70211 1.27370 -2.27848 0.0003
C 1.91653 -0.84613 -4.15219 0.0075
H -5.02722 -1.97950 0.28022 0.0014
H -5.75685 -1.63614 -1.23966 0.0049
H -5.51399 -0.29134 -0.09853 0.0024
H 0.89453 -4.39479 -2.33510 0.0008
H 2.39046 -3.48325 -2.38250 0.0043
H 1.40012 -3.62560 -3.82780 0.0002
H -4.40551 2.32443 -2.37768 0.0017
H -5.51290 1.24115 -1.55892 0.0001
H -5.06396 0.94068 -3.23949 0.0035
H 2.51552 -1.76356 -4.31189 -0.0052
H 2.60201 -0.01895 -3.94583 0.0008
H 1.37540 -0.57144 -5.04680 0.0045
C 2.91303 0.69507 -0.93975 0.2463
C 3.58572 0.28177 0.18720 -0.0104
C 4.94116 0.61398 0.37224 0.2049
C 5.64532 0.11227 1.43179 -0.1050
C 5.05500 -0.74192 2.36414 0.2321
C 3.69398 -1.06387 2.22773 -0.1397
C 2.97465 -0.54433 1.16714 0.1232
H 3.38566 1.29798 -1.73148 -0.0442
H 1.86428 0.52624 -1.04643 0.3758
H 5.38298 1.27701 -0.35726 0.0037
H 6.68508 0.41326 1.61507 -0.0019
H 5.63354 -1.10197 3.19197 0.0155
H 3.20881 -1.69402 2.95994 -0.0034
H 1.92837 -0.80926 0.99532 0.0872
C 1.58741 3.61659 0.18770 0.0198
C 0.38086 3.47421 1.09259 -0.0067
C -0.88313 3.54498 0.24527 -0.0019
C 0.46391 2.29093 2.11198 0.0051
C 1.18258 2.62591 3.26709 0.0012
C 1.24768 1.80484 4.36815 -0.0044
C 0.53660 0.62013 4.34944 0.0024
C -0.16260 0.18615 3.21373 0.0055
C -0.99931 -1.06287 3.36453 -0.0006
C -0.58088 -2.20970 2.45495 -0.0045
C -2.47658 -0.75855 3.18289 0.0021
C -0.08948 0.99016 2.03385 0.0293
O -0.46232 0.47448 0.80206 0.1213
H 1.67324 4.63222 -0.20470 -0.0022
H 1.52637 2.92190 -0.65306 -0.0126
H 2.49868 3.45690 0.77200 0.0003
H 0.39455 4.35162 1.74016 -0.0002
H -1.77122 3.30182 0.86004 0.0005
H -0.89316 2.87205 -0.59945 0.0079
H -0.98544 4.58462 -0.09637 -0.0004
H 1.64477 3.60725 3.22002 0.0006
H 1.79273 2.11881 5.23875 -0.0001
H 0.46936 0.04687 5.25190 0.0008
H -0.90000 -1.39025 4.40188 -0.0003
H -1.01381 -2.09199 1.46963 0.0147
H -0.93749 -3.18286 2.78673 0.0001
H 0.49778 -2.28263 2.33572 0.0013
H -2.65539 -0.39307 2.16226 0.0023
H -2.80230 0.02899 3.86711 -0.0001
H -3.10429 -1.62006 3.30751 0.0001
```

**ΔE to the lowest compared entry with this formula, charge and spin**: 122.6 kJ/mol
**<S²>**: 2.050
**Spin multiplicity**: 3
**Orbital gap (spin up / spin down)**: 5.9792 / 7.1896 eV

---

Entry 4:
The following is a quantum chemistry calculation of a structure of composition C27H36BCaN8O10P2 at a distorted geometry, from the OMol25 dataset.

```
85
Properties=species:S:1:pos:R:3:mulliken_spin:R:1
Ca -0.20081 -0.06017 0.37525 -0.0055
C 1.72450 -3.88932 0.64902 0.0042
C 0.28390 -3.73592 0.07820 -0.0036
C -0.88741 -4.56189 0.17810 -0.0002
C -1.86756 -3.82420 -0.42936 0.0002
N -1.32663 -2.71160 -0.93485 0.0015
N -0.04447 -2.62157 -0.57483 0.0013
B -2.04230 -1.64987 -1.78321 -0.0017
N -2.74281 -0.76028 -0.81333 0.0007
C -3.75086 0.09287 -1.00858 -0.0003
C -4.16897 0.54946 0.21580 0.0002
C -3.32893 -0.04133 1.16846 -0.0004
C -3.37201 0.00381 2.65209 0.0011
N -2.49629 -0.85920 0.56112 0.0005
N -1.06148 -0.82401 -2.65891 -0.0013
C -0.80934 -0.91052 -3.99508 0.0003
C 0.24090 -0.05952 -4.32242 -0.0002
C 0.58443 0.50598 -3.07417 -0.0002
C 1.72309 1.47347 -2.80959 0.0014
N -0.15462 0.06155 -2.10434 0.0012
N -2.92434 -2.41851 -2.78274 0.0001
C -2.59183 -3.54297 -3.38727 0.0000
C -3.33590 -3.68155 -4.53303 0.0001
C -4.15982 -2.53545 -4.53779 0.0000
C -5.27451 -2.18972 -5.50558 0.0000
N -3.92365 -1.78833 -3.47421 0.0000
H 2.17430 -4.79826 0.25237 0.0000
H 2.36395 -3.04662 0.35459 -0.0002
H 1.68362 -3.95267 1.71368 -0.0006
H -0.94853 -5.48032 0.73283 0.0000
H -2.89882 -4.01316 -0.53031 -0.0001
H -4.11868 0.33345 -1.96812 0.0000
H -4.99611 1.20438 0.45865 0.0000
H -3.46131 0.99989 3.08900 -0.0002
H -4.20960 -0.57310 3.03660 0.0001
H -2.49269 -0.41240 3.08649 -0.0004
H -1.43157 -1.60615 -4.58022 -0.0001
H 0.68176 0.13178 -5.29352 0.0000
H 2.47356 1.37120 -3.62992 0.0000
H 1.44112 2.53176 -2.71732 0.0000
H 2.25038 1.19066 -1.87399 -0.0005
H -1.82198 -4.18056 -3.00644 0.0000
H -3.36876 -4.53284 -5.13456 0.0000
H -5.37674 -1.10212 -5.49675 0.0000
H -4.97913 -2.48946 -6.52559 0.0000
H -6.15398 -2.73695 -5.25476 0.0000
C 6.76459 1.12162 0.50469 -0.0024
O 6.43937 0.68540 1.76245 -0.0122
C 5.13929 0.46542 2.05743 -0.0416
C 4.82528 0.39057 3.46683 0.3652
C 3.47957 -0.03821 3.80146 -0.0606
C 2.47285 -0.27720 2.89546 0.1340
C 1.10692 -0.60194 3.33573 0.0262
C 0.86444 -0.88185 4.75953 -0.0021
O 0.16067 -0.87676 2.62049 0.0513
C 2.82468 -0.07669 1.44635 0.1117
O 1.98714 -0.33571 0.53105 0.2243
C 4.19631 0.23825 1.07976 0.1668
H 7.79145 1.44697 0.55933 -0.0004
H 6.14918 1.93893 0.16008 0.0022
H 6.56931 0.34172 -0.24053 -0.0010
H 5.48245 0.69927 4.25620 0.0038
H 3.26708 -0.21189 4.84840 0.0132
H 1.47165 -0.33650 5.49460 0.0002
H 1.06379 -1.92116 4.98662 0.0015
H -0.15632 -0.78749 5.11085 -0.0004
H 4.47170 0.33929 0.04492 0.0029
C 1.24509 4.17396 -0.04020 -0.0003
C 0.29286 4.24787 1.12090 0.0011
O 0.09076 5.60576 1.30012 0.0002
P -1.29354 3.32824 0.77270 0.0006
O -1.94823 3.33565 2.19082 0.0000
O -2.20249 4.39279 0.05748 -0.0001
O -1.22343 2.03928 0.04898 -0.0001
P 0.95524 3.27464 2.48713 -0.0034
O 2.53853 3.56709 2.71842 -0.0019
O 0.05636 3.59645 3.67252 -0.0001
O 0.92131 1.87679 1.94591 0.0228
H 0.68813 4.54926 -0.90845 0.0001
H 1.64271 3.20917 -0.27254 0.0009
H 2.10095 4.86986 0.15275 -0.0001
H -0.56566 5.66376 2.01929 0.0000
H -1.26083 3.34455 2.94066 -0.0002
H -1.99826 4.45196 -0.88245 0.0000
H 2.68605 4.29114 3.33278 0.0006
```

**ΔE to the lowest compared entry with this formula, charge and spin**: 46.3 kJ/mol
**<S²>**: 0.800
**Spin multiplicity**: 2
**Orbital gap (spin up / spin down)**: 8.1193 / 5.3076 eV